1.
Density functional theory data (ωB97M-V/def2-TZVPD) for a cluster of 3 separate species, C3H14N2O2 in total.

Output
* E_tot: -382.6663 Ha
* F_max: 0.9 eV/Å
* charge: 0
* orbital gap: 10.041 eV
* SMILES: NCCCN.O.O

Last columns: bonded neighbours and bond lengths (Å).
Cartesian coordinates (Å):
1 O 1.8704 1.4087 1.1903  H10 0.967, H19 0.978
2 O 4.3302 -0.1355 2.4020  H9 0.967, H13 0.969
3 N -0.5153 -0.1943 1.2632  C6 1.470, H8 1.016, H12 1.015
4 N -2.5302 0.4886 -2.4987  C7 1.478, H17 1.013, H20 1.014
5 C -0.6191 -0.5579 -1.2882  C6 1.543, C7 1.553, H16 1.086, H21 1.097
6 C 0.0588 -0.8319 0.0700  N3 1.470, C5 1.543, H11 1.088, H18 1.090
7 C -2.1284 -0.1955 -1.2522  N4 1.478, C5 1.553, H14 1.093, H15 1.091
8 H -1.2232 -0.7600 1.7220  N3 1.016
9 H 4.0402 -0.1110 1.4797  O2 0.967
10 H 2.4858 1.6937 1.8798  O1 0.967
11 H 1.1079 -0.5441 0.0586  C6 1.088
12 H -0.8703 0.7363 1.0690  N3 1.015
13 H 4.7334 0.7405 2.4946  O2 0.969
14 H -2.3303 0.4714 -0.4104  C7 1.093
15 H -2.6906 -1.1210 -1.1182  C7 1.091
16 H -0.0731 0.2094 -1.8295  C5 1.086
17 H -3.1130 1.2849 -2.2694  N4 1.013
18 H -0.0172 -1.9063 0.2342  C6 1.090
19 H 1.1803 0.9477 1.7084  O1 0.978
20 H -3.1212 -0.1378 -3.0334  N4 1.014
21 H -0.5752 -1.4859 -1.8716  C5 1.097

2.
Density functional theory data (ωB97M-V/def2-TZVPD) for a cluster of 3 separate species, C3H14N2O2S in total in a non-equilibrium geometry.

Output
* E_tot: -780.7702 Ha
* F_max: 6.9 eV/Å
* charge: 0
* orbital gap: 9.289 eV
* SMILES: NC[C@@H](N)CS.O.O

Last columns: bonded neighbours and bond lengths (Å).
Cartesian coordinates (Å):
1 S -0.6448 1.1075 0.7958  C7 1.778, H15 1.357
2 O -0.9891 1.5671 4.0324  H16 0.911, H21 0.922
3 O -2.0437 -2.6300 1.7306  H12 0.888, H17 0.993
4 N 0.4425 -1.7589 -0.5661  C8 1.500, H13 1.076, H22 1.021
5 N 1.5073 1.3558 -2.4107  C6 1.551, H11 1.005, H14 0.979
6 C 1.0932 0.4872 -1.1941  N5 1.551, C7 1.433, C8 1.534, H19 1.251
7 C -0.2812 0.7790 -0.9131  S1 1.778, C6 1.433, H10 1.130, H20 1.207
8 C 1.4059 -0.9965 -1.4266  N4 1.500, C6 1.534, H9 1.090, H18 1.098
9 H 1.1049 -1.3770 -2.4030  C8 1.090
10 H -1.0725 0.1633 -1.4348  C7 1.130
11 H 1.5230 2.3466 -2.2404  N5 1.005
12 H -2.3034 -2.6524 2.5798  O3 0.888
13 H -0.4278 -2.1297 -1.0787  N4 1.076
14 H 0.8738 1.3749 -3.1570  N5 0.979
15 H -1.6226 2.0449 0.8698  S1 1.357
16 H -0.7307 0.7442 4.3264  O2 0.911
17 H -1.8311 -1.6933 1.4790  O3 0.993
18 H 2.4351 -1.3357 -1.2526  C8 1.098
19 H 1.9048 0.7869 -0.2910  C6 1.251
20 H -0.6598 1.7392 -1.5395  C7 1.207
21 H -0.4159 2.2400 3.7685  O2 0.922
22 H 0.7322 -2.1633 0.3252  N4 1.021

3.
Density functional theory data (ωB97M-V/def2-TZVPD) for a cluster of 4 separate species, C3H14N2O3 in total in a non-equilibrium geometry.

Output
* E_tot: -457.6445 Ha
* F_max: 2.6 eV/Å
* charge: 0
* orbital gap: 3.563 eV

Last columns: bonded neighbours and bond lengths (Å).
Cartesian coordinates (Å):
1 O -1.1513 0.9842 3.1083  H10 0.968
2 O -1.1964 -0.6681 1.3640  H17 0.963, H20 1.083
3 O -1.3874 -2.3825 -0.9243  H14 0.966, H19 0.974
4 N 0.8624 1.4667 -0.9385  C7 1.492, C8 1.461, H15 1.015
5 N 0.0402 -0.4450 -2.2852  C7 1.386, H11 1.030
6 C 1.9604 -0.4278 0.2305  C8 1.515, H16 1.084, H18 1.081, H22 1.086
7 C -0.2464 0.7375 -1.6210  N4 1.492, N5 1.386, H9 1.138, H13 1.078
8 C 1.2481 0.9034 0.3530  N4 1.461, C6 1.515, H12 1.077, H21 1.076
9 H -0.8850 0.4787 -0.7157  C7 1.138
10 H -2.0242 0.8727 3.5126  O1 0.968
11 H -0.3702 -0.3468 -3.2247  N5 1.030
12 H 1.9042 1.6758 0.7163  C8 1.077
13 H -0.7770 1.4110 -2.2752  C7 1.078
14 H -1.6977 -1.8264 -0.1974  O3 0.966
15 H 0.5640 2.4237 -0.7762  N4 1.015
16 H 2.8609 -0.3190 -0.3626  C6 1.084
17 H -1.6211 -1.5229 1.4926  O2 0.963
18 H 2.2333 -0.8297 1.1965  C6 1.081
19 H -0.8347 -1.7804 -1.4549  O3 0.974
20 H -1.1806 -0.0299 2.2385  O2 1.083
21 H 0.3249 0.7757 0.8910  C8 1.076
22 H 1.3736 -1.1510 -0.3275  C6 1.086

4.
Density functional theory data (ωB97M-V/def2-TZVPD) for a cluster of 2 separate species, C3H14N5 in total.

Output
* E_tot: -396.2767 Ha
* F_max: 0.9 eV/Å
* charge: +1
* orbital gap: 10.229 eV

Last columns: bonded neighbours and bond lengths (Å).
Cartesian coordinates (Å):
1 N 2.1012 -1.0918 -0.0273  C6 1.291, H18 1.023
2 N 2.2178 -3.1544 1.1206  C6 1.377, H9 1.005, H14 1.008
3 N 0.7514 -1.4627 1.8096  C6 1.388, H10 1.007, H11 1.003
4 N -0.2183 0.0125 -0.9680  C7 1.496, H12 1.069, H16 1.023, H19 1.017
5 N -2.2997 3.1123 -0.7049  C8 1.434, H17 1.005, H20 1.014
6 C 1.7641 -1.8658 0.9495  N1 1.291, N2 1.377, N3 1.388
7 C -0.6057 1.4319 -0.6955  N4 1.496, C8 1.524, H13 1.090, H15 1.088
8 C -2.0722 1.7250 -0.9873  N5 1.434, C7 1.524, H21 1.101, H22 1.093
9 H 3.2071 -3.3179 1.0505  N2 1.005
10 H 0.7060 -0.4570 1.7760  N3 1.007
11 H 0.7814 -1.7948 2.7558  N3 1.003
12 H 0.7699 -0.2049 -0.6219  N4 1.069
13 H -0.0031 2.0298 -1.3796  C7 1.090
14 H 1.8451 -3.6240 1.9303  N2 1.008
15 H -0.3085 1.7048 0.3151  C7 1.088
16 H -0.7949 -0.6697 -0.4701  N4 1.023
17 H -3.1241 3.4938 -1.1348  N5 1.005
18 H 2.8652 -1.5447 -0.5355  N1 1.023
19 H -0.2720 -0.1494 -1.9701  N4 1.017
20 H -2.3736 3.3007 0.2888  N5 1.014
21 H -2.7024 0.9989 -0.4507  C8 1.101
22 H -2.2347 1.5275 -2.0503  C8 1.093

5.
Density functional theory data (ωB97M-V/def2-TZVPD) for a cluster of 3 separate species, C3H14N5 in total in a non-equilibrium geometry.

Output
* E_tot: -396.1749 Ha
* F_max: 4.6 eV/Å
* charge: +1
* orbital gap: 9.791 eV

Last columns: bonded neighbours and bond lengths (Å).
Cartesian coordinates (Å):
1 N -2.0739 -0.4928 -2.6098  C6 1.328, H10 1.005, H18 1.104
2 N -0.1046 -0.2687 -3.5131  C6 1.352, H11 0.952, H15 1.064
3 N 0.9874 1.0431 2.5923  C8 1.452, H20 1.007, H22 1.032
4 N -0.6591 -0.4615 0.5779  C7 1.321, H14 1.034, H16 0.978
5 N 1.0503 -1.5615 -0.4688  C7 1.286, H17 1.014, H19 0.948
6 C -0.7709 -0.4701 -2.3539  N1 1.328, N2 1.352
7 C -0.2046 -1.3416 -0.2965  N4 1.321, N5 1.286, H13 1.206
8 C 0.8844 2.0570 3.6271  N3 1.452, H9 1.104, H12 1.094, H21 1.111
9 H 0.6396 3.0260 3.1587  C8 1.104
10 H -2.7411 -0.2718 -1.8918  N1 1.005
11 H 0.8383 -0.3008 -3.6368  N2 0.952
12 H 1.8612 2.3224 4.0415  C8 1.094
13 H -1.0093 -2.1432 -0.7011  C7 1.206
14 H -0.1386 0.2578 1.1069  N4 1.034
15 H -0.4263 -0.6135 -4.4671  N2 1.064
16 H -1.6307 -0.4411 0.6904  N4 0.978
17 H 1.4012 -2.2505 -1.1253  N5 1.014
18 H -2.4064 -0.5043 -3.6627  N1 1.104
19 H 1.6418 -0.9724 -0.0201  N5 0.948
20 H 1.4735 1.4607 1.8157  N3 1.007
21 H 0.0264 1.8117 4.2896  C8 1.111
22 H 1.3612 0.1151 2.8470  N3 1.032

6.
Density functional theory data (ωB97M-V/def2-TZVPD) for a cluster of 3 separate species, C3H14NO2 in total in a non-equilibrium geometry.

Output
* spin multiplicity: 2
* E_tot: -327.7443 Ha
* F_max: 3.9 eV/Å
* charge: 0
* orbital gap (spin up / spin down): 3.142 / 12.032 eV

Last columns: bonded neighbours and bond lengths (Å).
Cartesian coordinates (Å):
1 O -1.2615 0.8720 -2.4583  H9 1.016, H17 0.979
2 O 2.4904 0.6258 1.2436  H10 0.969, H14 0.941
3 N 0.3211 -0.4483 -0.0479  C4 1.526, C5 1.573, H7 1.034, H18 1.022
4 C -1.0601 -0.1709 0.5397  N3 1.526, C6 1.601, H13 1.187, H15 1.054
5 C 0.1924 -1.6451 -1.0604  N3 1.573, H12 1.070, H16 1.098, H19 1.166
6 C -0.9406 0.4817 1.9972  C4 1.601, H8 1.016, H11 1.043, H20 1.031
7 H 0.8314 0.2901 -0.5616  N3 1.034
8 H -1.7801 1.0345 2.1460  C6 1.016
9 H -2.2155 0.5694 -2.6343  O1 1.016
10 H 3.2544 0.0443 1.1157  O2 0.969
11 H -0.8834 -0.0826 2.8729  C6 1.043
12 H 0.0417 -1.1443 -1.9935  C5 1.070
13 H -1.6424 -1.1930 0.6985  C4 1.187
14 H 2.9371 1.4270 1.4545  O2 0.941
15 H -1.5747 0.4124 -0.1717  C4 1.054
16 H 1.0090 -2.3460 -0.8432  C5 1.098
17 H -1.1931 1.8477 -2.4920  O1 0.979
18 H 0.9402 -0.5835 0.7534  N3 1.022
19 H -0.8217 -2.2178 -0.9960  C5 1.166
20 H -0.1323 1.1034 1.8447  C6 1.031

7.
Density functional theory data (ωB97M-V/def2-TZVPD) for a cluster of 3 separate species, C3H14NO2 in total.

Output
* E_tot: -327.6966 Ha
* F_max: 0.9 eV/Å
* charge: +1
* orbital gap: 11.617 eV

Last columns: bonded neighbours and bond lengths (Å).
Cartesian coordinates (Å):
1 O 1.2377 -1.9058 -0.8630  H9 0.965, H15 0.973
2 O -2.6172 -0.2732 -3.1626  H17 0.971, H20 0.965
3 N -0.0048 0.3529 0.2310  C5 1.506, C6 1.495, H18 1.019, H19 1.034
4 C 2.0124 1.0390 1.4820  C6 1.497, H8 1.091, H13 1.084, H14 1.094
5 C -1.4695 0.0043 0.2721  N3 1.506, H10 1.095, H11 1.092, H16 1.093
6 C 0.6579 0.4078 1.5702  N3 1.495, C4 1.497, H7 1.093, H12 1.094
7 H 0.6826 -0.6214 1.9386  C6 1.093
8 H 2.7262 0.4296 0.9254  C4 1.091
9 H 1.9934 -2.1898 -1.3923  O1 0.965
10 H -1.5993 -1.0517 0.0147  C5 1.095
11 H -2.0053 0.5969 -0.4724  C5 1.092
12 H 0.0069 0.9527 2.2596  C6 1.094
13 H 1.9720 2.0166 1.0146  C4 1.084
14 H 2.4131 1.1968 2.4873  C4 1.094
15 H 1.1538 -2.5817 -0.1677  O1 0.973
16 H -1.8718 0.2898 1.2474  C5 1.093
17 H -3.4996 -0.1727 -3.5561  O2 0.971
18 H 0.0181 1.2435 -0.2639  N3 1.019
19 H 0.4883 -0.3665 -0.3245  N3 1.034
20 H -2.2949 0.6329 -3.2405  O2 0.965

8.
Density functional theory data (ωB97M-V/def2-TZVPD) for a cluster of 3 separate species, C3H14NO2S in total in a non-equilibrium geometry.

Output
* E_tot: -725.9002 Ha
* F_max: 1.6 eV/Å
* charge: +1
* orbital gap: 9.993 eV

Last columns: bonded neighbours and bond lengths (Å).
Cartesian coordinates (Å):
1 S 0.9088 2.6476 -0.7027  C6 1.831, H20 1.339
2 O -0.6868 -2.7187 -0.0823  H13 0.962, H15 0.963
3 O 0.7773 -0.3807 -2.9205  H8 0.972, H16 0.964
4 N -0.8565 0.0715 -0.3335  C5 1.495, H10 1.032, H11 1.013, H14 1.043
5 C -0.4436 0.8533 0.8722  N4 1.495, C6 1.512, C7 1.520, H19 1.096
6 C 0.9143 1.5011 0.7244  S1 1.831, C5 1.512, H18 1.086, H21 1.089
7 C -0.5768 0.0163 2.1340  C5 1.520, H9 1.091, H12 1.088, H17 1.085
8 H 1.6847 -0.7177 -2.8362  O3 0.972
9 H -0.1592 -0.9737 1.9449  C7 1.091
10 H -0.5418 0.5497 -1.1922  N4 1.032
11 H -1.8503 -0.1217 -0.3454  N4 1.013
12 H -1.5780 -0.0943 2.5466  C7 1.088
13 H -0.6015 -2.9993 -0.9989  O2 0.962
14 H -0.4855 -0.9034 -0.3082  N4 1.043
15 H -0.8211 -3.4792 0.4930  O2 0.963
16 H 0.5966 -0.4880 -3.8615  O3 0.964
17 H 0.0081 0.4810 2.9214  C7 1.085
18 H 1.1168 2.0994 1.6079  C6 1.086
19 H -1.1733 1.6685 0.9418  C5 1.096
20 H 2.0536 2.2215 -1.2511  S1 1.339
21 H 1.7142 0.7666 0.6462  C6 1.089

9.
Density functional theory data (ωB97M-V/def2-TZVPD) for a cluster of 3 separate species, C3H14NO2S2 in total in a non-equilibrium geometry.

Output
* E_tot: -1124.0858 Ha
* F_max: 1.1 eV/Å
* charge: +1
* orbital gap: 9.281 eV

Last columns: bonded neighbours and bond lengths (Å).
Cartesian coordinates (Å):
1 S 1.6071 -0.5908 -0.5337  S2 2.051, C6 1.803
2 S 1.3718 0.1981 1.3446  S1 2.051, C8 1.797
3 O -3.6589 -2.1320 0.8277  H11 0.967, H17 0.964
4 O -0.7399 3.1778 -0.5182  H9 0.967, H13 0.969
5 N -1.1299 -1.9034 -0.3995  C7 1.505, H18 1.025, H19 1.033, H21 1.043
6 C 0.1562 -0.0318 -1.4466  S1 1.803, C7 1.518, H16 1.097, H22 1.093
7 C -1.1560 -0.4571 -0.8131  N5 1.505, C6 1.518, H10 1.078, H20 1.093
8 C 1.9298 1.9022 1.2290  S2 1.797, H12 1.084, H14 1.081, H15 1.083
9 H -1.5080 2.6286 -0.7271  O4 0.967
10 H -1.3566 0.0624 0.1094  C7 1.078
11 H -4.2963 -2.8439 0.9744  O3 0.967
12 H 1.1117 2.5949 1.0715  C8 1.084
13 H -1.1711 4.0102 -0.2717  O4 0.969
14 H 2.4069 2.1018 2.1784  C8 1.081
15 H 2.6306 2.0430 0.4159  C8 1.083
16 H 0.0768 1.0561 -1.5678  C6 1.097
17 H -4.1961 -1.3884 0.5307  O3 0.964
18 H -1.0534 -2.5397 -1.1998  N5 1.025
19 H -1.9378 -2.1179 0.2072  N5 1.033
20 H -2.0185 -0.3430 -1.4750  C7 1.093
21 H -0.2478 -2.0008 0.1486  N5 1.043
22 H 0.2865 -0.5479 -2.4011  C6 1.093

10.
Density functional theory data (ωB97M-V/def2-TZVPD) for a cluster of 3 separate species, C3H14NO2S2 in total in a non-equilibrium geometry.

Output
* E_tot: -1124.0535 Ha
* F_max: 2.5 eV/Å
* charge: +1
* orbital gap: 9.082 eV

Last columns: bonded neighbours and bond lengths (Å).
Cartesian coordinates (Å):
1 S 0.2222 0.4627 -1.3357  S2 2.038, C7 1.855
2 S -0.9515 1.4259 0.0240  S1 2.038, C6 1.817
3 O 3.9775 1.9892 -0.0903  H13 0.969, H21 0.950
4 O -3.8767 -3.2846 1.5330  H14 0.957, H20 0.965
5 N -0.6590 -2.1961 -0.1321  C8 1.481, H10 1.034, H15 1.022, H22 1.029
6 C -0.0511 2.6660 0.9998  S2 1.817, H9 1.083, H16 1.099, H19 1.092
7 C 1.3712 -0.7892 -0.5925  S1 1.855, C8 1.515, H12 1.112, H18 1.076
8 C 0.5919 -1.6165 0.4090  N5 1.481, C7 1.515, H11 1.105, H17 1.082
9 H 0.8604 2.1872 1.3353  C6 1.083
10 H -1.4539 -1.6670 0.2656  N5 1.034
11 H 1.2741 -2.4379 0.6954  C8 1.105
12 H 1.6971 -1.3497 -1.4957  C7 1.112
13 H 4.7490 2.0521 -0.6724  O3 0.969
14 H -4.2899 -4.1100 1.2799  O4 0.957
15 H -0.7926 -3.1824 0.1011  N5 1.022
16 H 0.1517 3.6129 0.4797  C6 1.099
17 H 0.3334 -1.1521 1.3509  C8 1.082
18 H 2.3443 -0.5842 -0.1823  C7 1.076
19 H -0.7268 2.9946 1.7915  C6 1.092
20 H -4.5894 -2.6488 1.3979  O4 0.965
21 H 4.2796 1.9381 0.8091  O3 0.950
22 H -0.7509 -2.0993 -1.1524  N5 1.029

11.
Density functional theory data (ωB97M-V/def2-TZVPD) for a cluster of 4 separate species, C3H14NO3 in total in a non-equilibrium geometry.

Output
* spin multiplicity: 2
* E_tot: -403.0149 Ha
* F_max: 2.5 eV/Å
* charge: 0
* orbital gap (spin up / spin down): 3.663 / 7.972 eV

Last columns: bonded neighbours and bond lengths (Å).
Cartesian coordinates (Å):
1 O 1.5038 2.5534 0.4176  H8 0.966, H13 0.963
2 O -1.0054 -2.5666 -1.5218  H19 0.962, H21 0.959
3 O -1.6281 1.3851 -1.9914  H11 0.958, H12 0.972
4 N 0.8448 0.3585 -1.0351  C5 1.503, H9 1.044, H14 1.031, H18 1.023
5 C 0.0657 -0.0462 0.1848  N4 1.503, C6 1.374, H15 1.092
6 C 0.6527 -0.5589 1.3165  C5 1.374, C7 1.475, H16 1.067
7 C -0.1624 -1.3785 2.2333  C6 1.475, H10 1.089, H17 1.102, H20 1.133
8 H 0.7762 3.0811 0.7724  O1 0.966
9 H 0.1152 0.9238 -1.5229  N4 1.044
10 H -1.1296 -1.7746 1.9269  C7 1.089
11 H -2.4926 1.1546 -1.6493  O3 0.958
12 H -1.6433 2.3569 -2.0182  O3 0.972
13 H 2.2460 3.1443 0.5808  O1 0.963
14 H 1.1952 -0.3546 -1.6922  N4 1.031
15 H -0.9755 -0.1321 -0.1337  C5 1.092
16 H 1.7142 -0.4740 1.3814  C6 1.067
17 H 0.5381 -2.1296 2.6332  C7 1.102
18 H 1.5840 1.0332 -0.8242  N4 1.023
19 H -0.9521 -2.3183 -0.5943  O2 0.962
20 H -0.5305 -0.7787 3.1217  C7 1.133
21 H -0.7164 -3.4788 -1.5855  O2 0.959

12.
Density functional theory data (ωB97M-V/def2-TZVPD) for a cluster of 3 separate species, C3H14NO3 in total in a non-equilibrium geometry.

Output
* E_tot: -402.9244 Ha
* F_max: 1.7 eV/Å
* charge: +1
* orbital gap: 11.682 eV

Last columns: bonded neighbours and bond lengths (Å).
Cartesian coordinates (Å):
1 O 0.0839 -2.1023 2.2248  H13 0.951, H21 0.980
2 O -2.9404 -1.9266 -1.6616  H8 0.957, H20 0.975
3 O -0.6671 -0.7938 -0.7156  C5 1.391, H9 0.967
4 N 1.3583 0.3585 1.1339  C7 1.535, H10 1.019, H12 1.015, H15 1.014
5 C -0.4005 0.5663 -0.5929  O3 1.391, C7 1.516, H14 1.090, H19 1.117
6 C 1.4575 2.2301 -0.5039  C7 1.531, H11 1.093, H16 1.083, H18 1.093
7 C 1.0783 0.7583 -0.3216  N4 1.535, C5 1.516, C6 1.531, H17 1.086
8 H -3.7198 -2.4193 -1.9160  O2 0.957
9 H -1.3770 -1.1379 -1.2748  O3 0.967
10 H 0.4333 0.2413 1.5439  N4 1.019
11 H 0.7774 2.9238 -0.0034  C6 1.093
12 H 1.7963 -0.5556 1.1838  N4 1.015
13 H -0.4157 -1.9599 1.4277  O1 0.951
14 H -0.7606 1.1942 -1.4081  C5 1.090
15 H 1.9680 1.0627 1.5354  N4 1.014
16 H 1.3414 2.4530 -1.5574  C6 1.083
17 H 1.7299 0.1834 -0.9730  C7 1.086
18 H 2.5008 2.3301 -0.1933  C6 1.093
19 H -0.9161 0.8914 0.3434  C5 1.117
20 H -3.1238 -1.3489 -0.8979  O2 0.975
21 H -0.2040 -2.9485 2.6264  O1 0.980